Record 1
# C53H48N5O8PbSi

C53H48N5O8PbSi as an isolated structure (ωB97M-V with the def2-TZVPD basis set, the OMol25 dataset).

The geometry in XYZ format:
```
116
Properties=species:S:1:pos:R:3
Pb 0.6441 -0.8683 -0.3667
C 2.6631 -2.6784 -2.4708
C 1.7595 -2.5530 -3.7078
C 0.9735 -1.2865 -3.9722
C 0.9434 -0.7605 -5.2626
C 0.1254 0.3154 -5.5453
C -0.6640 0.8447 -4.5327
C -0.5673 0.2789 -3.2796
N 0.2377 -0.7479 -2.9998
N 2.0199 -2.9565 -1.1566
C 3.0637 -3.1740 -0.1351
C 3.7702 -1.9161 0.3000
C 5.1460 -1.7859 0.2671
C 5.7174 -0.6162 0.7466
C 4.8965 0.3764 1.2554
C 3.5301 0.1729 1.2312
N 2.9802 -0.9438 0.7618
C 1.1592 -4.1451 -1.1774
C 0.2119 -4.2360 0.0033
C -0.4895 -5.4089 0.2532
C -1.4000 -5.4336 1.2947
C -1.5817 -4.2954 2.0725
C -0.8522 -3.1683 1.7546
N 0.0238 -3.1459 0.7437
H 3.2402 -1.7558 -2.3717
H 3.3672 -3.4958 -2.6825
H 1.0325 -3.3695 -3.7376
H 2.4169 -2.7002 -4.5615
H 1.5675 -1.1969 -6.0336
H 0.1013 0.7363 -6.5423
H -1.3265 1.6833 -4.7048
H -1.1647 0.6593 -2.4494
H 3.7890 -3.9140 -0.4911
H 2.5729 -3.5767 0.7514
H 5.7589 -2.5857 -0.1312
H 6.7903 -0.4802 0.7138
H 5.3039 1.2989 1.6487
H 2.8410 0.9358 1.5758
H 1.7576 -5.0628 -1.2366
H 0.5247 -4.1038 -2.0589
H -0.3297 -6.2849 -0.3676
H -1.9681 -6.3345 1.4987
H -2.2737 -4.2891 2.9050
H -0.9657 -2.2366 2.3048
C -6.7438 0.1599 0.7986
O -6.9625 -0.9042 -0.1260
C -5.8748 -1.4880 -0.6464
C -6.1352 -2.5048 -1.6026
C -5.0946 -3.1826 -2.2328
C -3.7696 -2.9358 -1.9494
C -2.6917 -3.6854 -2.6789
C -3.0775 -4.8287 -3.6003
O -1.5212 -3.3951 -2.5806
C -3.4738 -1.8942 -0.9328
O -2.3409 -1.6122 -0.5444
C -4.5903 -1.1767 -0.3385
H -7.7246 0.5338 1.0639
H -6.1578 0.9592 0.3405
H -6.2338 -0.1989 1.6941
H -7.1702 -2.7247 -1.8358
H -5.3587 -3.9117 -2.9852
H -4.0083 -5.3259 -3.3392
H -2.2685 -5.5547 -3.5953
H -3.1640 -4.4337 -4.6167
H -4.3307 -0.4252 0.3954
O -0.0723 0.7814 1.4524
Si 0.0779 1.6299 2.7594
C -1.3231 2.9327 2.9465
C -2.0666 3.2460 1.8022
C -3.2249 3.9895 1.9511
C -3.5987 4.4557 3.2118
C -2.8217 4.1812 4.3369
C -1.6564 3.4445 4.2054
C 1.3143 3.1010 2.6555
C 1.6604 3.8829 3.7661
C 2.7211 4.7669 3.6574
C 3.3918 4.9041 2.4413
C 3.0121 4.1562 1.3256
C 1.9480 3.2748 1.4183
C 0.3580 0.6871 4.3382
C 1.6325 0.5230 4.8883
C 1.8348 -0.3051 5.9858
C 0.7637 -0.9877 6.5478
C -0.5117 -0.8401 6.0140
C -0.7105 -0.0084 4.9204
H -1.7503 2.8922 0.8261
H -3.8273 4.2222 1.0805
H -4.4921 5.0587 3.3156
H -3.1158 4.5532 5.3110
H -1.0459 3.2344 5.0781
H 1.1376 3.7799 4.7110
H 3.0143 5.3629 4.5138
H 4.2097 5.6110 2.3594
H 3.5425 4.2556 0.3832
H 1.6448 2.6815 0.5672
H 2.4804 1.0488 4.4568
H 2.8284 -0.4162 6.4050
H 0.9205 -1.6314 7.4056
H -1.3478 -1.3731 6.4510
H -1.7136 0.1107 4.5146
O 3.5398 0.4524 -3.2798
C 2.7833 1.0747 -2.5274
O 2.3256 0.6702 -1.3968
C 2.3222 2.4660 -2.9656
C 3.0263 3.1958 -3.9140
C 2.5930 4.4639 -4.2936
C 1.4382 5.0038 -3.7486
C 0.7324 4.2479 -2.8286
C 1.1604 2.9972 -2.4291
N -0.5186 4.7848 -2.2501
O -0.8072 5.9419 -2.4799
O -1.1993 4.0349 -1.5625
H 3.9168 2.7526 -4.3459
H 3.1534 5.0331 -5.0255
H 1.0765 5.9823 -4.0314
H 0.5890 2.4269 -1.7191
```

Properties
HOMO-LUMO gap (alpha / beta) = 4.79 / 5.96 eV
Strongest force on any atom = 0.77 eV/Å
Energy above the lowest of the compared OMol25 structures with the same formula, charge and spin = 18.9 kcal per mole
E_tot = -3406.2512 Ha
Total charge = +1



Record 2
# C53H49AsBrClCsN3O2S4

C53H49AsBrClCsN3O2S4 as an isolated structure at a distorted geometry (ωB97M-V with the def2-TZVPD basis set, the OMol25 dataset).

The geometry in XYZ format:
```
115
Properties=species:S:1:pos:R:3
Cs 0.0201 -0.9360 0.3584
C -2.5804 1.3480 3.1947
C -1.4944 1.9631 4.0788
S 0.2019 1.5970 3.5599
C 0.9048 3.2511 3.4536
C 0.2480 4.2552 2.5095
S 0.1553 3.7228 0.7819
C -1.5771 4.0908 0.4087
C -2.6353 3.4104 1.2811
S -2.4497 1.6169 1.4200
H -2.5793 0.2559 3.2840
H -3.5556 1.7020 3.5434
H -1.6095 3.0478 4.1406
H -1.6388 1.5800 5.0911
H 0.9530 3.7094 4.4466
H 1.9389 3.0794 3.1579
H -0.7663 4.4729 2.8445
H 0.8001 5.1964 2.5800
H -1.7463 5.1714 0.4195
H -1.7075 3.7761 -0.6290
H -2.6295 3.8466 2.2833
H -3.6127 3.6546 0.8534
Br 5.7848 2.6718 6.1046
C 5.0156 2.2867 4.4060
C 4.5038 1.0286 4.1539
C 3.9303 0.7712 2.9104
C 3.8879 1.7714 1.9453
C 4.3995 3.0415 2.2236
C 4.9693 3.2995 3.4590
N 3.2316 1.4517 0.7271
C 3.4775 2.1123 -0.3149
C 2.7987 1.7894 -1.5962
C 3.3162 2.2708 -2.7905
C 2.7183 1.8705 -3.9797
C 1.6432 1.0085 -3.9261
C 1.1975 0.5843 -2.6779
N 1.7462 0.9736 -1.5377
H 4.5272 0.2401 4.8964
H 3.4742 -0.2020 2.7186
H 4.3121 3.8486 1.5063
H 5.3509 4.2832 3.6963
H 4.2248 2.9113 -0.3675
H 4.1767 2.9291 -2.7879
H 3.0976 2.2229 -4.9309
H 1.1394 0.6663 -4.8208
H 0.3585 -0.0999 -2.5928
S 0.4383 -5.6184 -2.4811
C -1.2071 -5.5307 -2.0261
C -1.5226 -4.2822 -1.5733
C -0.4682 -3.2972 -1.5672
C 0.6615 -3.9294 -2.0409
C 2.0311 -3.3899 -2.0894
C 3.0748 -4.0827 -2.7312
C 4.3594 -3.5826 -2.6864
C 4.6053 -2.3995 -2.0002
C 3.5220 -1.7753 -1.4040
N 2.2777 -2.2394 -1.4479
H -1.8539 -6.3939 -2.1083
H -2.5365 -4.0603 -1.2446
H 2.8688 -5.0059 -3.2571
H 5.1654 -4.1191 -3.1743
H 5.5999 -1.9813 -1.9114
H 3.6561 -0.8581 -0.8322
C -1.9614 3.1496 -4.9418
C -2.6254 2.0149 -5.3917
C -2.8274 0.9334 -4.5419
C -2.3502 0.9663 -3.2347
C -1.6750 2.1051 -2.7999
C -1.4865 3.1964 -3.6380
As -2.6081 -0.4224 -1.8608
C -4.3022 0.2960 -1.1644
C -4.9065 1.4655 -1.6088
C -6.0603 1.9394 -0.9900
C -6.6214 1.2403 0.0685
C -6.0210 0.0682 0.5136
C -4.8616 -0.3959 -0.0899
C -3.3660 -1.7890 -3.0461
C -2.4731 -2.4187 -3.9128
C -2.9103 -3.4062 -4.7820
C -4.2452 -3.7925 -4.7807
C -5.1351 -3.1806 -3.9112
C -4.6989 -2.1771 -3.0503
H -1.8114 3.9919 -5.6073
H -2.9960 1.9721 -6.4097
H -3.3561 0.0566 -4.8961
H -1.2746 2.1314 -1.7905
H -0.9546 4.0682 -3.2738
H -4.4833 2.0231 -2.4360
H -6.5162 2.8587 -1.3406
H -7.5166 1.6127 0.5537
H -6.4338 -0.4730 1.3568
H -4.3481 -1.2612 0.3141
H -1.4180 -2.1765 -3.8714
H -2.1956 -3.8985 -5.4306
H -4.5845 -4.5810 -5.4425
H -6.1764 -3.4823 -3.8938
H -5.4095 -1.7029 -2.3860
Cl 5.1322 -2.7578 7.8815
C 4.4286 -2.6985 6.2656
C 5.2297 -2.4647 5.1527
C 4.6849 -2.4318 3.8860
C 3.2757 -2.6279 3.6288
C 2.7283 -2.4961 2.3701
C 2.5072 -2.9050 4.8195
C 3.0615 -2.9293 6.0760
H 6.2963 -2.3056 5.2815
H 5.3461 -2.2463 3.0424
H 1.6805 -2.7066 2.1927
H 3.3546 -2.2521 1.5165
H 1.4383 -3.0644 4.7190
H 2.4240 -3.1205 6.9330
O -2.5813 -1.9185 3.4617
C -2.3995 -2.2324 2.2703
O -2.2541 -1.4539 1.2858
H -2.3363 -3.3174 2.0229
```

Properties
HOMO-LUMO gap = 3.34 eV
Strongest force on any atom = 2.01 eV/Å
Energy above the lowest of the compared OMol25 structures with the same formula, charge and spin = 21.4 kcal per mole
E_tot = -9246.6230 Ha
Total charge = -2



Record 3
# C53H50N7O4P3Ta

C53H50N7O4P3Ta as an isolated structure at a distorted geometry (ωB97M-V with the def2-TZVPD basis set, the OMol25 dataset).

The geometry in XYZ format:
```
118
Properties=species:S:1:pos:R:3
Ta -0.4969 0.2438 0.7538
O -5.1441 0.3117 4.9946
C -4.0913 -0.2504 5.5916
O -4.1168 -0.6402 6.7186
C -2.8226 -0.4035 4.8040
C -1.6995 -0.9482 5.3793
N -0.7422 -0.9730 4.4335
N -1.1516 -0.4813 3.2624
C -2.4228 -0.1304 3.4924
C -3.1128 0.5135 2.3737
O -4.2055 0.9497 2.2909
O -2.2063 0.5745 1.3079
H -4.9435 0.5870 4.0863
H -1.5468 -1.3047 6.3879
H 0.2067 -1.2943 4.5432
C -0.3577 -3.1983 -2.3865
N -0.5620 -2.1400 -1.3644
P -0.6241 -2.4797 0.2860
C -1.6496 -3.9628 0.3587
C -1.1998 -5.0563 1.1068
C -1.9140 -6.2457 1.0997
C -3.0810 -6.3491 0.3587
C -3.5377 -5.2634 -0.3831
C -2.8327 -4.0718 -0.3822
C 0.9784 -2.9584 0.9353
C 1.0971 -2.9799 2.3272
C 2.2770 -3.4128 2.9238
C 3.3417 -3.8122 2.1277
C 3.2315 -3.7721 0.7404
C 2.0567 -3.3443 0.1404
P -0.9765 -0.5325 -1.7502
C -0.4370 -0.2998 -3.4437
C -1.2287 -0.9168 -4.4232
C -0.8284 -0.8944 -5.7480
C 0.3482 -0.2491 -6.1086
C 1.1231 0.3814 -5.1449
C 0.7369 0.3553 -3.8124
C -2.7670 -0.2589 -1.8062
C -3.6591 -0.8256 -0.8961
C -4.9970 -0.4646 -0.8962
C -5.4588 0.4981 -1.7869
C -4.5779 1.0966 -2.6748
C -3.2416 0.7224 -2.6851
H 0.1543 -4.0456 -1.9387
H 0.2567 -2.8071 -3.1925
H -1.3050 -3.5531 -2.7903
H -0.2912 -4.9986 1.6876
H -1.5533 -7.0902 1.6736
H -3.6346 -7.2797 0.3514
H -4.4451 -5.3477 -0.9688
H -3.1921 -3.2585 -0.9934
H 0.2433 -2.7149 2.9433
H 2.3600 -3.4634 4.0035
H 4.2574 -4.1649 2.5875
H 4.0614 -4.0960 0.1245
H 1.9829 -3.3216 -0.9388
H -2.1504 -1.4189 -4.1566
H -1.4380 -1.3781 -6.5008
H 0.6561 -0.2326 -7.1471
H 2.0280 0.9014 -5.4340
H 1.3338 0.8648 -3.0734
H -3.3286 -1.5519 -0.1677
H -5.6819 -0.9310 -0.1984
H -6.5038 0.7832 -1.7841
H -4.9316 1.8473 -3.3707
H -2.5730 1.1872 -3.3977
C -3.4904 6.1304 0.4980
C -3.6467 4.9227 1.1707
C -2.7628 3.8852 0.9334
C -1.7196 4.0621 0.0221
C -1.5696 5.2635 -0.6688
C -2.4599 6.2997 -0.4170
P -0.4734 2.7921 -0.1184
C 0.5192 3.1262 -1.5761
C 1.8963 3.3221 -1.4825
C 2.6222 3.6577 -2.6212
C 1.9740 3.8157 -3.8392
C 0.6000 3.6231 -3.9322
C -0.1263 3.2650 -2.8065
C 0.5370 2.9181 1.3507
C 1.0673 4.0613 1.9518
C 1.7459 3.9133 3.1475
C 1.8703 2.6511 3.7470
C 1.3105 1.5297 3.1695
C 0.6264 1.6638 1.9526
H -4.1801 6.9433 0.6871
H -4.4595 4.7916 1.8737
H -2.8910 2.9442 1.4531
H -0.7702 5.4035 -1.3853
H -2.3477 7.2399 -0.9412
H 2.3921 3.2579 -0.5194
H 3.6874 3.8446 -2.5489
H 2.5383 4.1148 -4.7146
H 0.0962 3.7571 -4.8817
H -1.2040 3.1483 -2.8768
H 0.9462 5.0389 1.4974
H 2.1746 4.7803 3.6349
H 2.4043 2.5604 4.6856
H 1.4204 0.5682 3.6562
C 5.4540 -1.0143 2.0577
C 6.0036 -0.4505 0.7502
C 6.2306 -1.5402 -0.2944
C 5.1306 0.6781 0.2181
N 3.7469 0.2373 -0.1444
C 3.3036 -0.3125 -1.2880
N 2.0235 -0.5284 -1.1808
N 1.7014 -0.0891 0.0583
N 2.7463 0.3853 0.6789
H 6.0900 -1.8241 2.4192
H 4.4470 -1.4235 1.9246
H 5.4126 -0.2517 2.8402
H 6.9584 0.0382 0.9600
H 5.3124 -2.1092 -0.4855
H 6.9757 -2.2542 0.0573
H 6.5960 -1.1355 -1.2433
H 5.5431 1.1108 -0.6919
H 5.0052 1.4628 0.9601
H 3.9225 -0.5247 -2.1486
```

Properties
HOMO-LUMO gap = 6.88 eV
Strongest force on any atom = 1.68 eV/Å
Energy above the lowest of the compared OMol25 structures with the same formula, charge and spin = 37.7 kcal per mole
E_tot = -3814.1873 Ha
Total charge = +3



Record 4
# C53H51BrN12OPb

C53H51BrN12OPb as an isolated structure at a distorted geometry (ωB97M-V with the def2-TZVPD basis set, the OMol25 dataset).

The geometry in XYZ format:
```
119
Properties=species:S:1:pos:R:3
Pb -14.4669 -12.0391 6.9523
O -17.2343 -13.1270 10.6615
C -17.6220 -13.1556 12.0273
C -18.2258 -11.8477 12.5455
C -17.1974 -10.6705 12.6384
C -15.8038 -11.0647 13.0982
C -15.5566 -11.0678 14.4928
C -14.3416 -11.5112 14.9407
C -13.4157 -11.9702 14.0183
C -13.6913 -11.8319 12.6872
N -14.9082 -11.5517 12.2606
H -16.5252 -12.4576 10.5410
H -16.8702 -13.6007 12.7127
H -18.4268 -13.9792 11.9961
H -18.5987 -11.9419 13.5727
H -19.0960 -11.5336 11.9462
H -17.6126 -9.8978 13.2746
H -17.0642 -10.2189 11.5955
H -16.3593 -10.8630 15.1702
H -14.0899 -11.5806 15.9934
H -12.4875 -12.4357 14.3457
H -13.0106 -12.0838 11.8957
C -12.0215 -14.0861 5.0449
C -11.0464 -14.0297 6.2047
C -10.1054 -15.0722 6.2818
C -9.0623 -15.0483 7.1866
C -9.0165 -14.0392 8.1187
C -9.9962 -12.9963 8.1477
C -9.9481 -11.8636 9.2053
C -10.9808 -12.9168 7.0586
N -11.8196 -11.8102 6.8225
C -11.3707 -10.6858 6.3321
C -9.9450 -10.4727 5.8333
C -12.2264 -9.5043 6.2015
C -11.4928 -8.1976 6.2478
N -13.4894 -9.5136 5.8653
C -14.2918 -8.5067 5.4311
C -14.7761 -7.5313 6.3889
C -14.3337 -7.5887 7.8420
C -15.7764 -6.6795 5.9769
C -16.2843 -6.6723 4.6561
C -15.8037 -7.5601 3.7191
C -14.8720 -8.5330 4.1133
C -14.3790 -9.5582 3.1418
H -11.4915 -14.4766 4.1523
H -12.4774 -13.1155 4.8183
H -12.8227 -14.7645 5.2801
H -10.2236 -15.9162 5.6111
H -8.2090 -15.8048 7.1946
H -8.2056 -13.9397 8.8413
H -9.1412 -11.0852 9.0071
H -9.8251 -12.2683 10.2339
H -10.9307 -11.3061 9.0643
H -9.2712 -10.0459 6.5946
H -9.9680 -9.8403 4.9090
H -9.5693 -11.4350 5.5051
H -10.4552 -8.2190 6.7000
H -12.0962 -7.4084 6.6504
H -11.2506 -7.9124 5.1968
H -13.7068 -8.4693 8.0273
H -15.2594 -7.6310 8.5272
H -13.7799 -6.7446 8.2297
H -16.1681 -5.9968 6.7153
H -17.1256 -6.0387 4.4566
H -16.1538 -7.5411 2.6706
H -14.0057 -9.1061 2.2440
H -15.2294 -10.2260 2.8421
H -13.6113 -10.1658 3.6504
Br -16.4172 -20.2701 6.6897
C -16.7215 -18.4912 6.1115
C -16.5374 -17.4239 7.1118
C -17.0663 -16.0745 6.6141
C -17.6564 -15.9420 5.2406
C -17.6588 -17.0499 4.3570
C -17.1958 -18.2990 4.8120
N -18.1252 -14.7250 4.8842
C -18.8608 -14.5648 3.8186
C -19.2539 -13.2514 3.4388
C -19.9277 -13.0204 2.2005
C -20.0150 -11.7032 1.7934
C -19.5733 -10.6605 2.6346
C -19.1987 -11.0379 3.9243
N -19.0340 -12.2871 4.3356
H -16.8915 -17.7580 8.0592
H -17.6792 -15.4861 7.3611
H -17.8996 -16.7561 3.3124
H -17.2043 -19.2112 4.1758
H -19.2252 -15.4002 3.1787
H -20.3902 -13.8771 1.6807
H -20.3448 -11.3808 0.7905
H -19.6991 -9.6122 2.3987
H -18.9835 -10.2579 4.6734
N -15.1383 -12.8528 3.6670
C -15.2331 -12.4073 4.7605
N -16.6943 -11.3578 7.4808
C -17.3274 -10.3972 7.8105
N -18.0725 -9.4096 8.0768
C -18.6904 -9.2371 9.2650
N -19.2832 -9.1833 10.2759
N -12.3108 -20.2102 13.5192
C -12.5159 -19.6069 12.5225
C -12.8423 -18.8466 11.4096
C -13.5807 -19.4323 10.3526
C -13.9748 -18.6660 9.2880
C -13.7463 -17.2747 9.2962
C -12.9101 -16.7096 10.2651
C -12.5350 -17.4634 11.3404
N -14.4575 -16.4684 8.4296
C -15.0465 -16.8656 7.1219
C -15.5965 -15.4919 6.5437
N -15.2904 -14.5023 7.6082
C -14.6947 -15.1238 8.5932
H -13.6889 -20.5437 10.3518
H -14.4740 -18.9737 8.3764
H -12.5390 -15.6650 10.1696
H -11.9357 -16.9934 12.0994
H -14.4205 -17.5055 6.5107
H -15.3007 -15.1554 5.5492
H -14.4386 -14.6412 9.5463
```

Properties
HOMO-LUMO gap (alpha / beta) = 6.23 / 6.22 eV
Strongest force on any atom = 5.42 eV/Å
Energy above the lowest of the compared OMol25 structures with the same formula, charge and spin = 1.3 kcal per mole
E_tot = -5549.1973 Ha